# 1
{
  "formula": "C4H2LiO2Pd",
  "method": "wB97M-V/def2-TZVPD",
  "elements": ["Pd", "O", "O", "C", "C", "C", "C", "Li", "H", "H"],
  "coordinates": [[-2.075, 3.011, -0.838], [1.552, 1.140, 1.194], [-2.963, 1.868, 0.104], [-1.190, 0.392, -0.274], [-0.077, 1.584, -0.594], [0.903, 1.516, 0.266], [-2.368, 0.702, 0.333], [1.576, -0.116, 2.593], [-0.063, 2.279, -1.440], [-0.947, -0.577, -0.712]],
  "homo_lumo_gap_ev": [3.837, 6.352],
  "multiplicity": 4,
  "relative_energy_ev": 0.000,
  "molar_mass_g_mol": 195.42,
  "homo_ha": [-0.1794, -0.2679]
}

# 2
{
  "formula": "C2H7N2O2",
  "method": "wB97M-V/def2-TZVPD",
  "elements": ["O", "O", "N", "N", "C", "C", "H", "H", "H", "H", "H", "H", "H"],
  "coordinates": [[1.164, 1.257, -0.344], [-0.680, 2.398, 0.587], [1.669, -1.504, -0.695], [-2.086, 0.228, 0.335], [0.104, 1.456, 0.155], [-1.020, 0.840, 0.857], [0.811, -1.585, -1.206], [-1.967, -0.118, -0.639], [-3.010, 0.585, 0.593], [-0.926, 0.872, 1.932], [1.910, -2.303, 0.050], [2.358, -1.622, -1.360], [1.675, -0.503, -0.267]],
  "homo_lumo_gap_ev": 10.337,
  "multiplicity": 1,
  "relative_energy_ev": 2.256,
  "charge": 1,
  "molar_mass_g_mol": 91.09,
  "homo_ha": -0.5326
}

# 3
{
  "formula": "C24H68O10",
  "method": "wB97M-V/def2-TZVPD",
  "elements": ["O", "O", "O", "O", "O", "O", "O", "O", "O", "O", "C", "C", "C", "C", "C", "C", "C", "C", "C", "C", "C", "C", "C", "C", "C", "C", "C", "C", "C", "C", "C", "C", "C", "C", "H", "H", "H", "H", "H", "H", "H", "H", "H", "H", "H", "H", "H", "H", "H", "H", "H", "H", "H", "H", "H", "H", "H", "H", "H", "H", "H", "H", "H", "H", "H", "H", "H", "H", "H", "H", "H", "H", "H", "H", "H", "H", "H", "H", "H", "H", "H", "H", "H", "H", "H", "H", "H", "H", "H", "H", "H", "H", "H", "H", "H", "H", "H", "H", "H", "H", "H", "H"],
  "coordinates": [[2.422, -0.406, 3.629], [0.633, -0.387, 0.825], [-3.710, -1.247, 0.455], [-1.550, -2.381, 4.778], [1.421, 0.136, -1.718], [-3.991, 1.223, -3.166], [-3.956, 0.762, 1.995], [-3.024, -1.432, -2.233], [2.187, 2.019, -3.881], [2.470, -2.635, 1.280], [-4.509, 1.996, -2.328], [2.111, 0.560, 4.587], [-1.813, -1.260, -2.095], [-3.595, 2.377, -1.269], [0.564, 0.846, 1.184], [3.428, 3.596, -2.635], [-1.110, -2.370, -1.417], [-1.957, -0.039, 5.216], [3.257, 2.634, -3.822], [1.732, 1.753, 1.072], [3.709, 3.392, -5.097], [3.491, -3.135, 0.764], [-2.061, -1.308, 4.341], [-4.169, -2.468, 1.078], [-0.684, 1.417, 0.462], [2.294, -0.731, -1.723], [4.683, -3.061, 1.718], [-1.380, -1.172, 2.947], [2.585, -1.299, -3.069], [3.135, -4.533, 0.468], [-4.911, 3.178, -3.174], [-1.096, -0.797, -3.430], [3.543, -0.235, -1.010], [-3.674, 2.116, 2.336], [-2.589, 2.590, -1.727], [3.278, -0.761, 3.754], [-1.158, -3.303, -2.014], [3.687, 0.858, -1.288], [-3.397, -1.535, -1.346], [2.643, 1.544, 4.426], [2.799, 4.446, -2.822], [2.618, 1.141, 1.380], [-3.056, 2.654, 1.664], [-2.808, 0.634, 5.373], [-1.650, 0.937, 0.645], [3.226, -2.205, -2.992], [-3.033, -1.548, 4.254], [1.036, 0.760, 4.572], [-1.073, 0.528, 4.878], [1.246, -0.906, 1.320], [-3.602, 1.714, -0.389], [-2.104, -2.832, 5.452], [2.994, -0.536, -3.696], [1.678, -1.617, -3.580], [-1.826, -0.271, -4.092], [1.717, 2.569, 1.807], [5.524, -3.154, 1.058], [-0.530, 1.753, -0.591], [-1.659, -0.335, -1.399], [-3.004, 2.037, 3.166], [-4.075, 3.805, -3.540], [-5.413, 2.869, -4.091], [3.671, -2.472, -0.067], [-5.603, 3.875, -2.697], [-5.505, 1.556, -2.114], [1.937, 2.207, 0.073], [-0.282, -1.235, 3.081], [-3.549, -2.696, 1.917], [-1.614, -2.563, -0.483], [3.749, 2.792, -5.888], [3.979, 1.870, -3.495], [-1.569, -1.933, 2.188], [1.973, -1.635, -1.099], [2.338, -4.645, -0.264], [-3.885, -0.598, 1.150], [-1.631, -0.366, 2.270], [-1.595, -0.397, 6.224], [-0.903, 2.383, 0.963], [2.018, 1.604, -3.040], [-0.178, -1.978, -1.276], [3.539, -0.319, 0.055], [4.767, -2.119, 2.277], [3.047, 4.191, -5.355], [4.001, -5.028, 0.014], [4.387, 4.028, -2.603], [-4.660, 0.426, 2.568], [-3.912, 3.294, -0.822], [2.821, -5.044, 1.472], [4.676, 3.816, -5.087], [-4.256, -3.330, 0.330], [1.186, 0.011, -0.831], [3.386, 3.020, -1.705], [-4.503, 2.718, 2.598], [-3.539, 0.496, -2.711], [-0.190, -0.096, -3.350], [2.253, 0.188, 5.550], [2.171, -3.178, 1.973], [-5.138, -2.380, 1.523], [-0.755, -1.577, -4.039], [0.309, 0.804, 2.234], [4.698, -3.823, 2.479], [4.421, -0.813, -1.269]],
  "homo_lumo_gap_ev": 8.882,
  "multiplicity": 1,
  "relative_energy_ev": 11.493,
  "smiles": "CC(C)O.CC(C)O.CC(C)O.CC(C)O.CC(C)O.CC(C)O.CC(C)O.CO.CO.CO",
  "molar_mass_g_mol": 516.80,
  "homo_ha": -0.3208
}

# 4
{
  "formula": "C18H41FHfNO9S6",
  "method": "wB97M-V/def2-TZVPD",
  "elements": ["Hf", "S", "S", "S", "S", "S", "S", "F", "O", "O", "O", "O", "O", "O", "O", "O", "O", "N", "C", "C", "C", "C", "C", "C", "C", "C", "C", "C", "C", "C", "C", "C", "C", "C", "C", "C", "H", "H", "H", "H", "H", "H", "H", "H", "H", "H", "H", "H", "H", "H", "H", "H", "H", "H", "H", "H", "H", "H", "H", "H", "H", "H", "H", "H", "H", "H", "H", "H", "H", "H", "H", "H", "H", "H", "H", "H", "H"],
  "coordinates": [[-3.263, 0.177, -1.019], [-1.681, -0.949, 2.405], [-1.880, -0.366, -4.474], [-1.540, -3.092, -0.653], [3.188, -3.685, 2.506], [-2.956, 2.853, 1.536], [-1.958, 2.769, -3.319], [4.439, 1.133, 5.084], [-2.459, -1.868, -0.838], [1.060, -0.578, -0.943], [-2.273, -0.261, 1.175], [3.259, -5.183, 2.566], [0.822, 1.374, 0.002], [-2.532, 2.099, -2.069], [-0.873, 0.410, -0.947], [-3.192, 1.902, 0.374], [-2.364, -0.447, -3.013], [0.371, 0.391, -0.609], [-0.237, 3.140, -2.879], [-2.443, -1.912, -5.223], [0.057, -0.431, 2.580], [4.890, 0.969, 1.025], [5.906, 1.501, 1.797], [-2.224, -4.007, 0.728], [2.268, -3.301, 0.973], [5.725, 1.599, 3.168], [3.579, 0.498, 2.999], [3.714, 0.521, 1.604], [-0.107, -0.764, -4.499], [-2.313, -0.079, 3.860], [4.824, -3.120, 1.961], [-1.939, -4.312, -1.916], [-1.371, 3.703, 1.196], [-4.045, 4.269, 1.194], [4.597, 1.069, 3.758], [-2.567, 4.478, -3.394], [-1.928, -5.041, 0.921], [-3.530, -1.915, -5.280], [-0.567, 2.968, 1.225], [5.475, -3.146, 2.831], [-4.023, 4.535, 0.142], [-1.321, -5.128, -1.516], [-2.014, -1.992, -6.221], [0.289, 3.795, -3.570], [-1.979, -3.519, 1.671], [2.634, 0.263, 3.469], [4.754, -2.073, 1.651], [-3.388, -0.239, 3.934], [-1.328, 4.299, 0.289], [-2.115, 0.989, 3.830], [0.662, -0.930, 1.827], [-1.229, 4.374, 2.048], [-2.142, -2.794, -4.659], [-2.975, -4.648, -1.933], [2.283, -2.299, 0.546], [0.136, 0.656, 2.535], [-3.311, -3.984, 0.619], [1.242, -3.669, 1.082], [5.216, -3.675, 1.112], [2.640, -4.015, 0.229], [6.479, 2.005, 3.831], [-1.570, -4.166, -2.927], [6.778, 1.944, 1.337], [-2.604, 4.903, -2.390], [0.309, 2.196, -2.855], [-3.565, 4.511, -3.830], [-1.917, 5.088, -4.020], [0.156, -1.267, -3.564], [-5.028, 4.079, 1.621], [0.407, 0.194, -4.544], [0.150, -1.399, -5.341], [0.391, -0.696, 3.585], [-0.242, 3.521, -1.858], [4.960, 1.035, -0.054], [2.828, 0.222, 1.058], [-3.667, 5.111, 1.781], [-1.833, -0.594, 4.693]],
  "homo_lumo_gap_ev": 2.641,
  "multiplicity": 1,
  "relative_energy_ev": 0.000,
  "charge": 3,
  "molar_mass_g_mol": 805.41,
  "homo_ha": -0.5157
}

# 5
{
  "formula": "C3H11NSi",
  "method": "wB97M-V/def2-TZVPD",
  "elements": ["Si", "N", "C", "C", "C", "H", "H", "H", "H", "H", "H", "H", "H", "H", "H", "H"],
  "coordinates": [[-2.382, 0.313, 0.272], [-1.213, -0.396, -0.685], [0.475, -1.259, 0.397], [1.317, -0.039, 0.573], [1.645, 0.671, -0.699], [-1.932, 1.578, 0.790], [0.870, -2.024, -0.183], [1.693, -0.141, -1.480], [-0.019, -1.517, 1.272], [-3.526, 0.542, -0.710], [2.253, -0.504, 0.951], [0.914, 1.447, -0.841], [-0.792, 0.013, -1.476], [0.873, 0.563, 1.491], [2.463, 1.307, -1.045], [-2.639, -0.553, 1.373]],
  "homo_lumo_gap_ev": [6.985, 8.339],
  "multiplicity": 3,
  "relative_energy_ev": 1.686,
  "molar_mass_g_mol": 89.21,
  "homo_ha": [-0.2181, -0.3695]
}

Question: What is the formula in the fourth record?
Answer: C18H41FHfNO9S6